{
  "formula": "C7H17CrN2O9",
  "method": "the ωB97M-V functional and the def2-TZVPD basis",
  "elements": ["Cr", "C", "C", "O", "O", "H", "H", "H", "C", "C", "O", "O", "H", "H", "H", "C", "C", "O", "O", "H", "H", "H", "C", "O", "N", "N", "H", "H", "H", "H", "O", "H", "H", "O", "H", "H"],
  "coordinates": [[-7.0912, 5.6784, -25.0716], [-4.5453, 7.4833, -22.0803], [-5.6532, 6.5308, -22.5235], [-5.5201, 6.0437, -23.7187], [-6.5699, 6.3295, -21.7509], [-4.3678, 7.3643, -21.0139], [-4.8870, 8.5094, -22.2439], [-3.6288, 7.3629, -22.6616], [-10.3336, 8.6777, -24.9524], [-10.0454, 7.2382, -24.4634], [-8.8284, 6.8979, -24.4019], [-11.0484, 6.5933, -24.1450], [-10.4136, 9.3029, -24.0647], [-11.2332, 8.7315, -25.5620], [-9.5083, 9.0232, -25.5829], [-6.1945, 2.1082, -23.8731], [-7.4382, 2.9322, -23.4985], [-7.7297, 3.8602, -24.3404], [-7.9717, 2.7068, -22.4236], [-6.2107, 1.6768, -24.8733], [-6.0031, 1.3327, -23.1277], [-5.3415, 2.7884, -23.7539], [-6.5205, 8.0551, -27.1369], [-6.6250, 7.4118, -26.1143], [-7.3415, 9.1088, -27.3955], [-5.5292, 7.7937, -28.0504], [-8.0491, 9.3590, -26.7277], [-7.2396, 9.6813, -28.2130], [-5.4207, 8.3842, -28.8530], [-4.8418, 7.1109, -27.7949], [-5.3840, 4.5553, -26.0375], [-5.1573, 4.0439, -26.8205], [-4.7368, 4.3211, -25.3606], [-8.3936, 5.2323, -26.7806], [-9.3295, 5.3730, -26.9517], [-8.0893, 4.5821, -27.4187]],
  "lowdin_charge": [0.81, -0.03, -0.70, -0.16, 0.04, 0.06, 0.07, 0.06, -0.03, -0.73, -0.10, -0.03, 0.07, 0.06, 0.02, -0.03, -0.70, -0.15, 0.02, 0.06, 0.06, 0.06, -0.61, -0.01, 0.19, 0.17, 0.08, 0.10, 0.09, 0.10, -0.07, 0.06, 0.06, -0.04, 0.09, 0.07],
  "total_charge": -1,
  "gap_ev": [5.2, 6.6],
  "e_above_lowest_ev": 0.0000,
  "e_homo_ev": [-3.4, -4.8],
  "multiplicity": 5,
  "e_tot_ev": -57368.775
}